A single C3H4O molecule in a non-equilibrium geometry. Source: the Open Molecules 2025 dataset; level of theory: the ωB97M-V functional and the def2-TZVPD basis.

Last column: natural (NBO) charge in e.
Positions of all 8 atoms, in Å:
O -1.0065 1.2550 -0.2912  -0.70
C -0.6659 -0.0877 -0.1075  -0.09
C 0.7723 -0.3562 -0.4828  -0.14
C 1.5923 -0.5680 0.3817  -0.13
H -0.7090 1.4992 -1.1742  0.47
H -0.7485 -0.2641 0.9711  0.18
H -1.3124 -0.8059 -0.6149  0.17
H 2.0777 -0.6723 1.3177  0.23

The multiplicity is 1. The largest force on an atom comes out at 0.029 hartree/bohr. Its frontier orbital gap is 10.3 eV.

A single C3H4O molecule in a non-equilibrium geometry. Source: the Open Molecules 2025 dataset; level of theory: the ωB97M-V functional and the def2-TZVPD basis.

Last column: natural (NBO) charge in e.
Positions of all 8 atoms, in Å:
C 0.3688 0.1061 -0.5942  -0.42
C -0.7232 0.6649 0.3909  0.02
C -0.6401 -0.7012 0.0471  0.02
O -1.8075 -0.0281 -0.3069  -0.47
H 0.4675 0.2580 -1.6979  0.22
H 1.3051 0.1034 -0.0499  0.21
H -0.6728 1.2339 1.3326  0.23
H -0.5841 -1.5963 0.7610  0.21

The multiplicity is 1. The largest force on an atom comes out at 0.081 hartree/bohr. Its frontier orbital gap is 10.4 eV.

A single C3H4O molecule in a non-equilibrium geometry. Source: the Open Molecules 2025 dataset; level of theory: the ωB97M-V functional and the def2-TZVPD basis.

Last column: natural (NBO) charge in e.
Positions of all 8 atoms, in Å:
C -0.0825 0.0497 -1.4530  0.22
C -0.1129 0.5819 0.0045  -0.09
C -0.3733 -0.8570 -0.3440  -0.67
O 0.7915 1.0133 1.0980  -0.68
H 1.7690 0.7284 0.7850  0.47
H -0.9612 1.1973 0.1587  0.20
H -1.4777 -1.2309 -0.3339  0.26
H 0.4471 -1.4827 0.0847  0.28

The multiplicity is 1. The largest force on an atom comes out at 0.095 hartree/bohr. Its frontier orbital gap (spin up / spin down) is 7.8 / 7.8 eV.

A single C3H4O molecule in a non-equilibrium geometry. Source: the Open Molecules 2025 dataset; level of theory: the ωB97M-V functional and the def2-TZVPD basis.

Last column: natural (NBO) charge in e.
Positions of all 8 atoms, in Å:
O 0.4100 -1.0272 1.5522  -0.67
C 0.3228 0.2000 0.9559  0.00
C -0.1949 0.3076 -0.2228  -0.08
C -0.4124 0.2462 -1.4967  -0.53
H -0.0336 -1.6425 0.9491  0.48
H 0.7441 1.0271 1.4975  0.20
H 0.6405 0.7785 -1.4439  0.34
H -1.4766 0.1104 -1.7913  0.25

The multiplicity is 1. The largest force on an atom comes out at 0.070 hartree/bohr. Its frontier orbital gap is 9.0 eV.

A single C3H4O molecule in a non-equilibrium geometry. Source: the Open Molecules 2025 dataset; level of theory: the ωB97M-V functional and the def2-TZVPD basis.

Last column: natural (NBO) charge in e.
Positions of all 8 atoms, in Å:
C -0.7450 0.4917 -0.0509  -0.16
C 0.6894 0.3526 -0.1333  -0.04
C 1.7307 -0.4125 -0.1303  -0.24
H -0.9483 -1.2922 0.4272  0.47
H -1.0068 0.9549 0.9327  0.19
H -1.1205 1.2935 -0.8442  0.21
H 2.8127 -0.6609 -0.0035  0.25
O -1.4123 -0.7270 -0.1977  -0.68

The multiplicity is 1. The largest force on an atom comes out at 0.149 hartree/bohr. Its frontier orbital gap is 10.7 eV.

A single C3H4O molecule in a non-equilibrium geometry. Source: the Open Molecules 2025 dataset; level of theory: the ωB97M-V functional and the def2-TZVPD basis.

Last column: natural (NBO) charge in e.
Positions of all 8 atoms, in Å:
C -0.0393 0.4273 -0.3123  -0.28
C 1.1899 -0.0179 0.6804  0.39
C -1.1171 -0.3797 -0.5646  -0.35
O 2.0881 0.7555 0.9887  -0.51
H 0.0737 1.3967 -0.7944  0.22
H 1.0751 -0.9404 1.3333  0.13
H -1.9213 0.0651 -1.1597  0.20
H -1.3492 -1.3065 -0.1714  0.20

The multiplicity is 1. The largest force on an atom comes out at 0.082 hartree/bohr. Its frontier orbital gap is 10.2 eV.

Calculated ΔE to the lowest compared entry with this formula, charge and spin, 60.68 62.91 115.10 74.64 47.51 13.84 kcal per mole (same order as the records).